(1)
Below is C33H36F6GeMoN5O3PS2Se as an isolated structure in a non-equilibrium geometry, with properties calculated with ωB97M-V/def2-TZVPD.

Each line ends with the Löwdin spin population.
Element x y z (Å)
C1 -1.20724 -1.21708 3.27457  0.003
H1 5.97896 2.15200 -0.82389  0.000
C2 3.54489 0.04010 0.14512  0.006
N1 2.12121 -1.46885 1.26775  -0.016
H2 -0.17918 -3.32709 -7.09625  0.000
C3 4.10926 2.69222 0.08798  0.001
C4 4.75209 0.44144 -0.37886  0.000
C5 -2.66501 1.69779 -1.80693  0.010
H3 0.31213 -3.94970 -3.78504  0.000
H4 2.05609 -5.31601 -5.76938  0.000
O1 3.70365 -2.28746 -0.24668  0.004
H5 5.44425 -0.31559 -0.72119  0.000
C6 2.90821 2.21633 0.56745  0.005
C7 -2.46825 6.29948 3.18149  0.000
N2 -0.79342 1.38907 1.37108  -0.006
F1 -1.77911 -1.76234 -1.55537  0.000
S1 1.41535 1.13350 3.28291  0.025
H6 -2.60190 2.28790 4.42520  0.000
H7 2.14983 2.88016 0.95790  0.000
H8 -1.73059 -0.28328 3.14562  0.000
C8 -2.50974 4.43368 4.71187  0.000
C9 5.04180 1.79582 -0.41685  0.004
H9 -1.15229 0.87738 -4.71531  0.001
H10 -1.41581 -4.17611 4.87564  0.000
H11 4.30930 3.75382 0.10985  0.000
N3 2.61443 0.90940 0.57794  -0.001
H12 0.89612 -4.72719 -1.35691  -0.001
C10 -3.31776 5.17438 5.56688  0.000
C11 -2.07523 5.01425 3.52119  0.000
C12 0.60740 -2.52715 2.75584  0.004
F2 -1.88371 -1.17871 0.64990  0.005
H13 2.57930 -4.48982 -0.79399  0.000
C13 -1.67698 1.30840 -0.88124  -0.004
C14 -2.14391 3.01901 5.08973  0.000
C15 -1.72703 -2.20365 4.08363  0.000
F3 -0.19564 -2.51101 -0.07289  0.006
H14 3.30612 -1.12363 -4.33128  -0.001
H15 -4.34132 7.02753 5.90165  0.000
H16 0.73769 -4.46723 3.57854  0.000
H17 0.92783 -2.21116 -7.90652  0.000
F4 -3.43778 -2.62699 -0.23677  0.000
C16 0.76813 -2.96418 -3.85360  -0.007
C17 -3.13693 1.96772 1.09517  0.004
C18 -3.71343 6.46131 5.22570  0.000
H18 -2.12066 6.74195 2.25608  0.000
S2 -0.35354 2.64786 5.06111  -0.004
Se1 1.89221 -2.65451 -2.31945  -0.050
Mo1 0.79726 0.03288 1.20228  0.963
C19 0.15598 -3.55682 3.54488  -0.001
C20 1.84376 -2.67850 1.93080  0.001
C21 -2.48895 1.52883 -3.15717  -0.007
H19 2.65891 -0.35805 -5.79928  0.000
C22 0.44677 -2.44542 -6.95559  -0.001
H20 2.25942 -5.13359 -2.43176  -0.001
H21 -1.41423 4.45487 2.87260  0.000
F5 -1.85320 -3.39970 1.21754  0.000
C23 -1.29581 0.98975 -3.64861  0.010
H22 -3.57964 2.16081 -1.47093  0.001
H23 -3.61365 8.02198 3.75979  0.000
F6 -1.71005 -3.97470 -1.00231  0.000
O2 0.41898 0.23211 -0.58895  0.018
N4 -0.04388 -1.35797 2.62563  0.000
C24 -0.30721 0.60146 -2.77705  -0.005
C25 -1.82534 1.53185 0.52965  0.031
C26 -0.51206 0.71620 -1.40804  0.011
H24 -0.19502 -1.61049 -6.67140  0.000
H25 3.98367 -1.51515 -5.91204  0.000
H26 -2.67755 -2.03979 4.56983  0.000
O3 2.48588 -3.68401 1.89360  -0.006
C27 -0.13685 1.90916 3.50270  -0.002
H27 -3.05693 2.95219 1.55528  0.001
C28 1.91172 -4.46361 -1.64859  -0.004
C29 3.05964 -1.28333 -5.38044  -0.001
H28 3.49466 -4.60288 -5.00864  0.000
C30 -1.02940 -3.39058 4.23980  0.003
C31 -3.29845 7.02210 4.02898  0.000
C32 3.18347 -1.39098 0.34795  0.005
H29 0.62967 0.17663 -3.11509  0.000
Ge1 1.79606 -2.78069 -5.57135  -0.002
H30 -0.02568 -2.21583 -3.86559  -0.001
N5 -1.06337 1.95256 2.61215  -0.003
C33 2.74944 -4.47509 -5.79466  0.000
P1 -1.85617 -2.61744 -0.18864  0.000
H31 3.26433 -4.49171 -6.75726  0.000
H32 -2.44347 2.81687 6.11644  0.000
H33 -3.41634 1.26648 1.88317  0.002
H34 -3.64443 4.74377 6.50694  0.000
H35 -3.27893 1.81401 -3.83793  -0.001
H36 -3.92279 1.96799 0.35193  0.000

Cartesian forces (eV/Å) of the 3 atoms listed first:
0.0 0.3 0.0
0.0 0.0 0.1
-0.1 0.3 0.1

Its energy above the lowest of the compared OMol25 structures with the same formula, charge and spin is 0.994 eV. For the lowest unoccupied orbital energy (alpha / beta), the calculation gives -5.812 / -5.226 eV. The spin multiplicity is 2. The calculation puts the HOMO energy (alpha / beta) at -9.198 / -9.468 eV. The total energy comes out at -8062.1416 hartree. The total charge is +1. The HOMO-LUMO gap (alpha / beta) comes out at 3.4 / 4.2 eV.


(2)
Below is a 2-piece molecular cluster, C3H3N3O overall in a non-equilibrium geometry, with properties calculated with ωB97M-V/def2-TZVPD.

Each line ends with the natural charge from an NBO analysis.
Element x y z (Å)
H1 2.46336 0.54293 -0.07215  0.407
N1 2.04316 -0.18142 0.50690  -0.596
N2 0.70139 2.26169 -0.76014  -0.045
H2 -2.36285 -1.19679 0.16571  0.118
C1 -0.21264 -1.17949 -0.08707  -0.579
C2 0.96105 -0.62065 0.18133  0.531
O1 -1.55703 0.45573 1.00749  -0.545
N3 -0.34341 2.59575 -0.66059  0.046
H3 -0.22938 -2.08536 -0.68308  0.256
C3 -1.46364 -0.59239 0.40160  0.407

Cartesian forces (eV/Å) of the 3 atoms listed first:
0.0 -0.1 0.1
-0.7 -0.3 -0.2
-1.8 0.6 0.1

Its energy above the lowest of the compared OMol25 structures with the same formula, charge and spin is 0.789 eV. For the lowest unoccupied orbital energy, the calculation gives 0.503 eV. The calculation puts the HOMO energy at -9.685 eV. The total energy comes out at -355.6109 hartree. The HOMO-LUMO gap comes out at 10.2 eV. The SMILES is N=C=CC=O.N#N.


(3)
Below is one molecule with the formula C23H29NO6, with properties calculated with ωB97M-V/def2-TZVPD.

Each line ends with the natural charge from an NBO analysis.
Element x y z (Å)
C1 -4.10785 3.25203 -0.97720  -0.639
H1 2.88314 -0.90940 1.32593  0.197
C2 2.55443 1.19148 -1.10318  0.656
H2 0.16829 1.82760 -1.15590  0.247
H3 -0.84428 -5.38150 0.38471  0.215
O1 -1.88032 2.81351 -0.16294  -0.509
H4 -3.89529 5.20419 0.93202  0.212
H5 -3.98778 0.35958 1.88094  0.236
H6 -2.60812 -5.43019 0.52244  0.256
H7 1.14802 -3.12390 -0.73279  0.225
H8 -3.74116 3.92910 -1.74489  0.220
C3 -0.49823 1.05603 -0.81107  -0.394
H9 1.34466 0.83763 -2.82044  0.218
C4 -0.93534 -2.70174 -0.57867  0.102
H10 3.35883 1.40213 1.94474  0.192
C5 -3.70866 2.45036 1.39754  -0.428
H11 -4.67146 2.84621 1.71981  0.219
H12 -3.00680 2.53693 2.23046  0.211
O2 -3.18582 -1.65246 0.67964  -0.461
H13 7.29830 -0.27090 0.44492  0.461
C6 -2.27173 -0.80453 0.15783  0.370
C7 -0.19410 -0.28151 -0.93532  0.345
H14 3.56605 2.59098 0.63122  0.253
H15 -4.14630 2.25096 -1.39868  0.217
C8 3.28644 -0.72032 0.32392  -0.219
C9 -1.86065 -3.53170 -0.02136  -0.172
C10 -1.69209 1.48217 -0.21838  0.440
C11 0.23741 -3.27699 -1.30921  -0.645
O3 -3.89189 -3.67148 1.19127  -0.586
H16 -2.29215 4.76828 1.54418  0.216
C12 -2.58373 0.54943 0.29233  -0.193
H17 4.92079 -2.11347 0.56233  0.222
C13 -1.10187 -1.27052 -0.46787  -0.165
C14 -3.03348 -3.00687 0.65694  0.755
C15 5.27486 1.29507 0.94812  -0.433
C16 4.77770 -1.06441 0.30107  -0.433
H18 5.76728 1.94063 1.67577  0.224
H19 2.61648 -0.38092 -2.57865  0.213
H20 0.10766 -4.34064 -1.47537  0.220
O4 6.92062 -0.47356 1.30896  -0.706
O5 2.59826 2.37826 -1.37225  -0.629
H21 -5.11031 3.55539 -0.68844  0.215
H22 5.68398 1.51983 -0.04081  0.200
C17 -1.77691 -5.02942 -0.05257  -0.645
H23 5.20351 -0.38495 2.30720  0.174
H24 -4.70337 0.83100 0.35151  0.214
C18 -2.94760 4.73878 0.67776  -0.611
C19 -3.83572 0.98384 0.99879  -0.408
H25 -2.47795 5.29901 -0.12588  0.219
C20 1.85654 0.22287 -2.07060  -0.163
C21 3.77225 1.56648 0.94408  -0.226
C22 5.54610 -0.17500 1.28743  0.101
O6 0.97345 -0.71456 -1.49390  -0.509
H26 2.74543 -1.34180 -0.38504  0.231
H27 5.17278 -0.90535 -0.70653  0.194
H28 -1.85003 -5.40762 -1.07170  0.216
N1 3.09880 0.67837 0.01548  -0.433
H29 0.36307 -2.78323 -2.26857  0.237
C23 -3.17160 3.29309 0.23458  0.266

Cartesian forces (eV/Å) of the 3 atoms listed first:
0.4 -0.1 0.2
-0.1 -0.1 -0.1
-0.3 -0.2 -0.1

Its energy above the lowest of the compared OMol25 structures with the same formula, charge and spin is 1.665 eV. For the lowest unoccupied orbital energy, the calculation gives 0.503 eV. The calculation puts the HOMO energy at -7.995 eV. The total energy comes out at -1400.0744 hartree. The HOMO-LUMO gap comes out at 8.5 eV. The SMILES is Cc1c(C)c2c(OCC(=O)N3CCC(O)CC3)cc3c(c2oc1=O)CCC(C)(C)O3.


(4)
Below is an isolated ion of composition C6H12BO5 and charge -1 in a non-equilibrium geometry, with properties calculated with ωB97M-V/def2-TZVPD.

Each line ends with the natural charge from an NBO analysis.
Element x y z (Å)
H1 -1.78474 -0.64128 -2.08720  -0.181
O1 -0.81814 1.09389 -1.03730  -0.745
C1 -2.66084 0.18171 0.92408  -0.060
H2 0.03380 -0.10888 -2.81425  -0.143
O2 2.98375 -1.60914 -1.56021  -0.539
O3 0.04353 -1.10648 -0.81139  -0.709
C2 0.63288 -0.27576 0.10946  0.115
C3 -0.31541 0.92602 0.25244  0.099
O4 -2.40418 -1.17008 0.61266  -0.736
H3 3.58547 -1.02955 1.21749  0.473
H4 -2.63335 -1.31453 -0.30138  0.493
C4 2.99146 -0.86176 -0.60055  0.795
H5 2.40056 0.85232 0.49727  0.196
H6 -0.99297 0.40832 2.24135  0.188
H7 1.93661 0.86344 -1.21393  0.256
H8 -1.61911 1.90819 1.60675  0.190
H9 0.79872 -0.77803 1.07344  0.140
C5 2.02238 0.25098 -0.32306  -0.559
H10 -3.10203 0.71729 0.08827  0.180
B1 -0.65019 -0.19909 -1.79408  0.448
H11 -3.39114 0.20340 1.73811  0.139
C6 -1.39079 0.87753 1.34214  -0.436
O5 4.00820 -0.98102 0.36020  -0.738
H12 0.32551 1.79249 0.47968  0.135

Cartesian forces (eV/Å) of the 3 atoms listed first:
0.1 -0.2 0.0
-0.1 0.0 0.0
-0.1 -0.1 0.2

For the lowest unoccupied orbital energy, the calculation gives 3.232 eV. The calculation puts the HOMO energy at -3.938 eV. The total energy comes out at -636.9613 hartree. The total charge is -1. The HOMO-LUMO gap comes out at 7.2 eV.